(1)
{"formula": "C13H26N3O", "method": "wB97M-V/def2-TZVPD", "elements": ["C", "N", "H", "H", "H", "H", "N", "H", "H", "H", "C", "H", "H", "C", "H", "H", "H", "H", "H", "C", "C", "H", "H", "H", "C", "C", "C", "H", "N", "C", "H", "H", "H", "H", "H", "C", "C", "C", "H", "H", "C", "O", "H"], "xyz": [[0.305, 2.701, 1.288], [3.534, -1.406, -0.882], [0.000, 3.582, 1.857], [0.197, -1.039, -3.171], [-1.738, -1.803, -1.698], [3.363, 1.609, 1.651], [2.292, -1.937, -1.032], [-3.621, -0.247, 0.757], [-0.142, -3.470, 0.050], [-2.834, 0.741, 1.961], [3.615, -0.191, -1.365], [-2.275, 2.649, 0.894], [-1.879, -3.304, 1.440], [-1.807, 2.240, -0.001], [4.252, -1.943, -0.418], [2.207, 0.785, 0.570], [-0.056, 1.826, 1.842], [-2.462, -1.474, 2.658], [-2.749, -2.456, 0.167], [0.182, -1.018, -2.078], [-1.823, 0.700, 0.032], [-0.575, -3.040, -2.130], [-2.205, 0.340, -0.927], [-2.335, 2.605, -0.880], [2.308, 1.448, 1.445], [-0.356, 2.749, -0.086], [-1.943, -1.192, 1.740], [4.493, 0.432, -1.354], [2.414, 0.087, -1.858], [1.601, -1.019, -1.639], [0.160, -1.811, 0.452], [0.213, 2.102, -0.762], [1.860, 0.944, 2.304], [2.151, 0.955, -2.302], [-0.318, 3.766, -0.475], [-0.563, -2.467, -0.030], [-2.642, 0.034, 1.151], [-1.868, -2.418, 0.807], [-0.241, -0.054, -1.793], [-0.791, 0.346, 0.114], [-0.715, -2.142, -1.533], [1.718, 2.700, 1.203], [-0.927, -0.911, 2.031]], "smiles": "COCCCCCCCCCCc1n[nH]c[nH+]1", "homo_ev": -12.6031, "de_lowest_kcal_mol": 0.00, "charge": 1, "e_lumo_ev": -3.39}

=====

(2)
{"formula": "C13H26O15P2", "method": "wB97M-V/def2-TZVPD", "elements": ["H", "H", "H", "H", "H", "H", "C", "H", "P", "C", "H", "O", "H", "O", "C", "C", "O", "C", "O", "O", "O", "H", "H", "O", "C", "P", "H", "O", "H", "H", "O", "O", "C", "C", "H", "C", "C", "H", "H", "H", "C", "C", "H", "H", "O", "H", "O", "H", "H", "O", "O", "O", "H", "H", "C", "H"], "xyz": [[-1.945, 4.101, -0.719], [2.580, 2.992, 1.480], [2.922, -0.586, 2.139], [2.969, -5.723, 0.317], [1.713, -4.467, -6.188], [1.613, 2.279, 4.759], [-3.773, 4.159, -2.601], [-0.676, 4.558, -1.875], [3.261, 1.316, 3.141], [0.353, 1.776, 3.070], [-5.925, 3.355, -3.868], [2.782, 0.341, 1.888], [-6.393, 5.034, -4.230], [0.783, -3.837, 2.850], [-1.620, 4.035, -1.753], [1.531, -4.070, 1.773], [-0.696, -0.494, 5.394], [0.638, -4.324, -6.278], [-1.202, 3.087, 1.381], [-2.552, 4.687, -2.623], [-4.544, 4.850, -3.441], [0.428, -2.513, 4.350], [3.542, 3.716, 2.822], [0.993, -4.138, -3.662], [1.084, -2.595, 3.490], [-0.052, 3.516, 2.491], [0.375, -4.134, -7.314], [1.240, 0.280, 4.512], [-1.716, 3.464, 3.910], [0.906, -1.766, 2.806], [2.385, -3.335, 1.342], [1.173, -5.239, 1.252], [-5.894, 4.384, -3.517], [-0.096, 0.291, 4.723], [-0.299, -2.823, -1.764], [1.912, -5.616, 0.083], [0.468, -3.223, -4.242], [-6.380, 4.455, -2.546], [2.122, -2.583, 3.820], [-1.502, 2.991, -2.039], [3.412, 2.846, 2.172], [1.587, 1.579, 3.911], [-0.159, -1.059, -1.963], [1.503, -6.571, -0.233], [-4.124, 3.218, -1.937], [1.779, -4.882, -0.710], [-0.672, 1.311, 4.032], [0.295, 1.028, 2.266], [0.119, -5.211, -5.920], [0.221, -3.166, -5.549], [-0.943, 4.027, 3.749], [0.036, -2.094, -3.684], [-1.425, 2.149, 1.447], [4.327, 2.724, 1.578], [0.239, -2.022, -2.269], [1.298, -2.081, -2.027]], "smiles": "CP(O)[C@@H]1OC(=O)O[C@H]1P(O)O.COC(=O)OC.COC(=O)OC.COC(=O)OC", "homo_ev": -9.6588, "e_lumo_ev": 0.16}

=====

(3)
{"formula": "C13H26O3", "method": "wB97M-V/def2-TZVPD", "elements": ["C", "H", "H", "H", "H", "H", "H", "H", "H", "C", "H", "C", "C", "C", "C", "C", "H", "C", "H", "H", "H", "C", "H", "C", "C", "O", "O", "O", "H", "H", "H", "H", "C", "H", "H", "C", "H", "H", "H", "H", "H", "H"], "xyz": [[-2.574, -0.507, 0.307], [1.315, 1.555, 2.043], [-2.715, 1.087, -1.088], [0.876, 1.055, -0.538], [-1.991, -3.486, -1.385], [2.927, 1.971, 1.475], [1.086, 3.894, -0.528], [3.464, -0.229, 1.694], [-2.109, -3.454, 0.352], [-2.823, -1.670, -0.664], [1.801, -0.634, 2.066], [1.480, 1.822, -0.062], [-1.953, 0.695, -0.412], [2.842, 1.150, -1.893], [-1.510, 1.807, 0.528], [2.439, -0.131, 1.335], [0.014, -4.355, 0.521], [-0.360, -2.467, -0.458], [3.723, 0.543, -1.658], [-2.755, -1.301, -1.688], [0.101, -2.617, -1.433], [0.663, 3.114, 0.099], [2.696, -1.597, 0.094], [-0.818, 2.954, -0.231], [0.415, -3.342, 0.544], [2.233, 1.015, -2.932], [2.263, -0.745, 0.063], [2.573, 2.128, -0.981], [-0.841, 1.382, 1.279], [-1.299, 3.904, -0.003], [0.351, -2.944, 1.553], [-2.374, 2.187, 1.073], [-1.852, -2.844, -0.513], [-3.520, -0.171, 0.729], [-1.106, 0.350, -1.006], [2.052, 1.358, 1.270], [-0.209, -1.420, -0.206], [-3.834, -2.056, -0.539], [0.737, 3.465, 1.129], [1.458, -3.425, 0.243], [-0.945, 2.786, -1.301], [-1.921, -0.826, 1.121]], "smiles": "CCCCCCCCC[C@H](CCO)OC=O", "homo_ev": -10.2461, "de_lowest_kcal_mol": 0.00, "e_lumo_ev": 0.67}

=====

(4)
{"formula": "C13H27ClIN2OP2Sn", "method": "wB97M-V/def2-TZVPD", "elements": ["C", "H", "H", "H", "C", "H", "H", "C", "H", "C", "H", "C", "C", "P", "H", "N", "N", "H", "H", "I", "H", "H", "H", "H", "Sn", "Cl", "O", "C", "H", "C", "P", "H", "H", "H", "H", "C", "H", "H", "H", "C", "H", "H", "C", "C", "H", "C", "H", "H"], "xyz": [[3.250, 0.419, -0.558], [2.253, -0.569, -3.269], [-3.801, -1.089, -1.161], [-3.115, 2.634, 1.426], [1.111, -1.441, 3.735], [3.519, 0.683, -3.580], [2.543, -4.395, 4.092], [-1.137, -1.121, -0.875], [3.798, 2.945, -2.267], [-3.560, 2.183, 0.543], [-1.884, -0.249, -2.593], [-3.947, -0.016, -1.001], [1.672, -2.657, 3.328], [-2.565, 0.768, -0.060], [-3.821, -0.439, 1.596], [0.552, -0.929, 1.454], [2.131, -3.469, 4.290], [-0.143, -0.372, -2.570], [2.107, -3.934, 1.569], [-0.503, 1.714, 1.931], [-4.080, 0.468, -1.976], [-0.333, 0.239, 3.040], [1.804, 0.967, -4.076], [3.106, -0.672, -0.617], [-0.676, 3.479, -2.892], [-1.985, 4.767, -4.372], [-1.139, -2.281, -0.512], [2.458, 0.517, -3.310], [-3.657, 2.963, -0.206], [0.467, -0.702, 2.758], [2.023, 1.297, -1.658], [-1.147, -1.766, -3.080], [4.301, 0.665, -0.787], [2.855, 3.416, -0.820], [1.353, -2.157, 0.025], [-2.775, -0.217, 1.457], [-2.436, 0.368, 2.322], [-4.563, 1.852, 0.799], [2.099, -3.199, 5.219], [2.789, 2.981, -1.828], [3.017, 0.730, 0.473], [-2.160, -1.104, 1.391], [-1.060, -0.916, -2.346], [1.711, -2.990, 1.952], [2.141, 3.622, -2.439], [1.226, -2.030, 1.076], [1.057, -1.102, 4.781], [-4.853, 0.142, -0.406]], "homo_ev": [-17.0876, -17.1021], "de_lowest_kcal_mol": 187.08, "charge": 3, "e_lumo_ev": [-13.22, -12.85]}

=====

(5)
{"formula": "C13H27FO7V", "method": "wB97M-V/def2-TZVPD", "elements": ["H", "C", "C", "C", "F", "H", "H", "C", "H", "H", "C", "O", "H", "H", "H", "H", "H", "H", "H", "O", "H", "C", "H", "C", "H", "H", "C", "H", "C", "H", "H", "O", "C", "C", "O", "O", "C", "H", "H", "V", "O", "H", "C", "H", "H", "H", "H", "O", "H"], "xyz": [[1.777, -4.684, 0.067], [-2.188, 2.891, 3.179], [-2.742, -0.813, 0.136], [-1.941, 0.337, -0.422], [3.088, -1.189, 0.038], [0.822, -4.280, -1.402], [-3.414, 1.439, -1.521], [2.006, 2.523, -0.874], [-0.131, 3.582, 3.120], [-0.497, -1.535, -3.653], [-0.025, -3.561, 0.457], [1.018, 0.190, 1.504], [-2.416, 3.547, 4.028], [-3.230, 1.892, 0.184], [-1.102, -3.657, 0.203], [3.587, 2.817, -2.327], [0.131, -3.785, 1.528], [0.408, -3.425, -4.908], [-2.520, 3.475, 2.318], [-0.772, 0.233, -0.632], [1.978, -3.243, -4.166], [-2.687, 1.617, -0.725], [4.129, 2.469, -0.665], [0.906, -3.124, -3.978], [-2.002, 2.395, -1.049], [1.228, 3.089, -1.437], [0.778, -4.560, -0.358], [-3.144, -0.578, 1.121], [0.540, 0.943, 2.263], [0.353, -5.575, -0.293], [1.834, 2.829, 0.193], [1.872, 1.196, -0.999], [-0.711, 2.656, 3.123], [0.614, -1.658, -3.680], [0.798, 0.950, 3.597], [-0.409, 1.868, 1.958], [-0.155, 1.761, 4.250], [-3.558, -1.026, -0.562], [0.611, -3.732, -3.133], [1.288, -0.686, -0.577], [1.166, -1.198, -2.517], [0.964, -1.020, -4.517], [3.394, 3.002, -1.269], [-2.119, -1.706, 0.179], [3.522, 4.076, -1.075], [0.300, 2.363, 5.037], [-0.946, 1.185, 4.743], [0.360, -2.262, 0.274], [-2.763, 1.970, 3.238]], "homo_ev": [-3.6129, -4.1090], "de_lowest_kcal_mol": 3.42, "charge": -1, "s_squared": 2.008, "e_lumo_ev": [2.23, 2.23], "spin_multiplicity": 3}

=====

(6)
{"formula": "C13H27IN2O3P", "method": "wB97M-V/def2-TZVPD", "elements": ["H", "H", "C", "H", "H", "C", "H", "H", "H", "C", "C", "H", "N", "H", "H", "H", "H", "H", "H", "H", "H", "C", "H", "H", "C", "C", "H", "O", "P", "H", "O", "C", "H", "I", "O", "H", "N", "H", "C", "H", "H", "C", "C", "H", "C", "H", "C"], "xyz": [[2.797, 0.286, -0.827], [0.021, 4.422, -0.276], [2.346, 1.432, -2.611], [5.139, -1.984, -2.641], [4.110, -2.247, -1.219], [-3.569, -1.820, 1.720], [0.064, 2.942, -1.227], [-6.515, -2.777, 2.243], [2.382, 2.393, -2.094], [1.761, 3.404, 1.579], [2.050, 0.315, -1.626], [0.039, -4.462, 0.349], [-3.740, -3.721, 0.103], [0.167, -3.508, 1.878], [1.573, 1.477, -3.382], [1.954, 3.992, 0.675], [3.302, 1.289, -3.116], [-6.735, -3.622, 0.067], [1.084, 3.695, 3.607], [1.942, 5.086, 2.915], [-4.345, -4.320, -0.468], [-4.260, -2.754, 0.881], [0.279, 4.742, 2.443], [-1.490, 3.623, -0.708], [1.235, 4.284, 2.699], [-0.401, 2.613, 0.855], [2.722, 2.983, 1.881], [0.920, 2.299, 1.275], [-6.149, -2.594, 0.870], [-0.953, 3.094, 1.670], [-6.596, -1.231, 0.467], [-0.172, -3.474, 0.812], [0.375, -2.663, 0.273], [-0.796, -0.848, 2.877], [1.931, -0.965, -2.232], [-4.053, -1.021, 2.316], [-2.440, -3.940, 0.068], [-0.900, 1.658, 0.668], [-2.104, -2.031, 1.714], [1.091, 0.516, -1.142], [3.275, -0.801, -3.800], [-1.705, -3.157, 0.838], [-0.454, 3.450, -0.410], [4.628, -0.620, -1.646], [4.309, -1.578, -2.060], [2.805, -2.419, -3.328], [3.074, -1.438, -2.932]], "homo_ev": -11.6305, "charge": 1, "e_lumo_ev": -5.46}